No. 1
# C5H10O

A structure of composition C5H10O at a distorted geometry (ωB97M-V/def2-TZVPD, the OMol25 dataset).

- E_HOMO: -10.0 eV
- Kohn-Sham gap: 11.04 eV
- Lowest unoccupied orbital energy: 1.0792 eV
- Multiplicity: 1
- Strongest force on any atom: 4.008 eV Å⁻¹
- Charge: 0
- ΔE to the lowest compared entry with this formula, charge and spin: 2.900 eV

Last column: natural (NBO) charge in e.
Atoms and positions in Å:
C1 -1.7585 0.7669 -0.0588  -0.631
C2 -0.6760 -0.1540 0.5646  -0.285
C3 -0.2311 -1.4740 -0.0240  -0.084
O1 0.9912 -1.2935 0.7854  -0.549
C4 0.8094 0.1751 0.5950  0.090
C5 1.6054 0.5972 -0.6162  -0.642
H1 -1.9021 1.7041 0.4926  0.219
H2 -2.7433 0.2880 -0.1262  0.219
H3 -1.5136 1.0729 -1.0979  0.214
H4 -0.4154 -0.7069 1.6015  0.271
H5 0.1024 -1.5192 -1.0610  0.170
H6 -0.8510 -2.3455 0.2160  0.183
H7 1.1075 0.7797 1.4635  0.178
H8 2.6639 0.4291 -0.3922  0.226
H9 1.4578 1.6581 -0.8316  0.211
H10 1.3535 0.0220 -1.5108  0.208

Forces on the atoms, in the same order (eV/Å):
0.12 -0.24 0.42
0.48 -0.41 0.27
0.44 -0.51 -0.12
0.86 -0.20 -0.78
0.67 -0.25 0.09
-0.01 0.13 -0.14
0.14 -0.26 0.10
0.24 -0.07 0.18
0.26 -0.39 0.56
-3.29 2.25 -0.44
-0.39 0.09 -0.16
0.41 0.01 0.09
0.15 -0.36 -0.09
-0.13 0.09 -0.11
0.02 -0.01 0.01
0.03 0.13 0.11



No. 2
# C4H9NOS

The molecule C4H9NOS at a distorted geometry (ωB97M-V/def2-TZVPD, the OMol25 dataset).

- E_HOMO (alpha / beta): -4.2 / -10.5 eV
- Kohn-Sham gap (alpha / beta): 4.98 / 7.70 eV
- Lowest unoccupied orbital energy (alpha / beta): 0.8154 / -2.8381 eV
- Multiplicity: 3
- Strongest force on any atom: 5.672 eV Å⁻¹
- Charge: 0
- ΔE to the lowest compared entry with this formula, charge and spin: 5.462 eV

Last column: Mulliken spin population.
Atoms and positions in Å:
C1 -2.0834 0.5793 0.1347  0.007
C2 -1.4965 -0.5194 -0.7922  0.102
C3 -1.0546 -0.3818 0.6671  0.123
C4 2.5082 -0.1896 -0.6963  0.210
N1 1.6067 -0.7394 0.3232  0.817
O1 0.6448 1.6528 1.0864  -0.057
S1 0.5968 0.2194 1.0211  0.515
H1 -1.7244 1.5319 -0.1946  -0.005
H2 -3.1860 0.5216 0.2617  -0.010
H3 -2.2370 -1.2073 -1.1804  0.013
H4 -0.7535 -0.2625 -1.6788  -0.023
H5 -1.4366 -1.1276 1.4079  -0.034
H6 2.0475 -0.3731 -1.6061  0.006
H7 3.5305 -0.5983 -0.4475  -0.022
H8 2.6233 0.9607 -0.6894  -0.028
H9 0.4140 -0.0668 2.3833  0.387

Forces on the atoms, in the same order (eV/Å):
0.32 -0.28 -2.11
0.94 1.22 -1.32
-0.61 -1.54 -0.90
1.63 2.37 2.90
2.42 -1.73 -0.61
1.12 1.75 0.78
-5.48 1.14 -0.91
0.12 0.63 0.47
1.13 -0.21 0.65
0.23 -0.63 0.70
-1.51 -0.16 2.32
0.53 0.42 -0.36
-0.39 -1.08 -2.17
-1.13 -0.07 -0.99
-0.43 -1.60 0.42
1.12 -0.24 1.12



No. 3
# C26H24F3N3O2S2W

A structure of composition C26H24F3N3O2S2W (ωB97M-V/def2-TZVPD, the OMol25 dataset).

- E_HOMO (alpha / beta): -14.1 / -14.1 eV
- Kohn-Sham gap (alpha / beta): 6.28 / 6.78 eV
- Lowest unoccupied orbital energy (alpha / beta): -7.7862 / -7.2705 eV
- Multiplicity: 1
- Strongest force on any atom: 0.387 eV Å⁻¹
- Charge: +2

Last column: Löwdin charge in e.
Atoms and positions in Å:
W1 -0.4218 -0.0115 0.0510  1.459
O1 1.0822 -0.6114 1.0546  -0.268
C1 2.3905 -0.4627 1.2980  -0.265
C2 3.0289 -1.2993 2.2065  0.028
C3 4.3889 -1.1376 2.3993  -0.012
C4 5.1182 -0.1552 1.7178  -0.034
C5 4.4785 0.6795 0.8332  0.007
C6 3.0966 0.5305 0.6139  -0.133
C7 2.3974 1.4064 -0.2552  -0.021
N1 1.1281 1.3978 -0.5392  -0.156
C8 0.7000 2.5356 -1.3862  -0.164
C9 -0.6621 2.2073 -1.9752  -0.176
N2 -0.7815 0.7506 -1.9520  -0.176
C10 -1.1263 0.1407 -3.0354  -0.026
C11 -1.4072 -1.2554 -3.1614  -0.141
C12 -1.9125 -1.7722 -4.3624  0.008
C13 -2.2187 -3.1135 -4.4552  -0.034
C14 -2.0188 -3.9475 -3.3552  -0.013
C15 -1.5102 -3.4608 -2.1599  0.028
C16 -1.2054 -2.1126 -2.0745  -0.281
O2 -0.6542 -1.6172 -0.9431  -0.279
H1 2.4652 -2.0539 2.7359  0.126
H2 4.9005 -1.7865 3.0979  0.126
H3 6.1793 -0.0539 1.8932  0.123
H4 5.0248 1.4509 0.3057  0.130
H5 2.9905 2.1928 -0.7219  0.155
H6 1.4422 2.6766 -2.1727  0.135
H7 0.6590 3.4400 -0.7771  0.132
H8 -0.7668 2.5913 -2.9902  0.135
H9 -1.4728 2.6136 -1.3652  0.110
H10 -1.2543 0.7518 -3.9283  0.155
H11 -2.0632 -1.1124 -5.2071  0.130
H12 -2.6118 -3.5185 -5.3761  0.123
H13 -2.2607 -4.9989 -3.4345  0.126
H14 -1.3427 -4.1097 -1.3124  0.126
C17 -2.9016 3.2984 2.5832  -0.087
C18 -2.4974 2.1839 1.6596  -0.709
S1 -0.8541 1.8188 1.5198  0.824
C19 -3.4093 1.4355 0.9286  -0.712
C20 -4.8938 1.6355 1.0269  -0.071
S2 -2.8625 0.2193 -0.1066  0.843
H15 -2.0342 3.7552 3.0527  0.077
H16 -3.5569 2.9270 3.3728  0.102
H17 -3.4446 4.0721 2.0390  0.102
H18 -5.1432 2.4764 1.6669  0.082
H19 -5.3682 0.7406 1.4334  0.100
H20 -5.3256 1.8115 0.0420  0.096
F1 -2.7364 -5.5183 4.0120  0.171
C21 -2.1706 -4.4663 4.6217  -0.585
F2 -1.0604 -4.8866 5.2453  0.170
F3 -3.0223 -3.9938 5.5349  0.167
C22 -1.8184 -3.4079 3.5957  -0.065
C23 -2.3828 -2.1482 3.6342  0.058
C24 -2.0320 -1.2393 2.6510  -0.102
N3 -1.1700 -1.5291 1.6733  -0.082
C25 -0.6062 -2.7464 1.6589  -0.096
C26 -0.9088 -3.7128 2.5926  0.050
H21 -3.0836 -1.8688 4.4075  0.138
H22 -2.4527 -0.2463 2.6531  0.083
H23 0.1063 -2.9414 0.8704  0.118
H24 -0.4401 -4.6857 2.5376  0.143

Forces on the atoms, in the same order (eV/Å):
0.04 0.17 0.06
0.35 -0.12 0.09
-0.07 0.01 0.02
0.06 0.14 -0.08
-0.03 -0.02 0.03
-0.03 0.02 -0.03
-0.02 -0.07 0.05
-0.03 -0.03 0.01
-0.03 0.00 -0.01
0.06 0.01 0.10
-0.03 0.00 -0.01
0.01 -0.01 0.01
-0.07 -0.06 -0.09
0.03 0.06 0.03
0.00 -0.02 0.04
0.00 -0.07 0.05
0.01 0.06 -0.01
0.01 -0.01 0.05
-0.03 0.09 -0.12
0.12 0.03 0.05
-0.24 -0.26 -0.12
-0.01 -0.02 0.01
0.01 0.00 0.00
0.01 0.00 0.00
0.00 0.01 -0.01
0.00 -0.01 0.02
-0.04 0.01 0.00
-0.01 -0.02 -0.03
0.01 0.01 0.03
0.05 0.00 -0.03
-0.01 -0.02 0.01
0.00 0.01 -0.01
0.00 -0.01 -0.01
0.00 -0.01 0.00
0.00 0.00 0.02
0.03 0.01 0.01
-0.15 -0.08 -0.04
0.08 0.11 0.04
0.02 0.12 0.16
0.03 -0.01 -0.02
-0.15 -0.08 -0.16
0.01 0.00 -0.01
0.00 -0.01 0.00
0.00 0.01 0.00
0.01 0.01 0.01
0.00 -0.01 0.00
0.00 -0.02 -0.02
0.11 0.14 0.15
-0.01 -0.04 0.03
-0.21 0.02 -0.08
0.12 -0.12 -0.09
0.00 0.01 -0.01
0.00 0.02 -0.02
0.03 -0.06 0.01
0.06 0.11 -0.07
-0.04 -0.04 0.01
0.00 0.01 -0.01
0.01 0.00 -0.01
-0.02 0.02 0.00
-0.03 0.00 0.01
0.00 0.00 0.00